C15H21NO4SSiTl | ωB97M-V/def2-TZVPD

Computed properties:
gap between HOMO and LUMO (spin up / spin down) = 5.8 / 6.8 eV
calculated total energy = -1799.66427 hartree
relative energy (zero: lowest compared OMol25 entry of this formula, charge and spin) = 0.0 kJ/mol
LUMO (spin up / spin down) = -6.3866 / -5.3961 eV
molecular weight = 543.872 g/mol
charge = +1

Last column: Mulliken charge in e.
Geometry (Å):
H (-3.604, -1.295, 1.587)  0.2958
O (-3.532, -0.461, 4.159)  -0.6485
C (3.520, -1.071, -4.492)  -0.9602
N (-3.706, 0.708, 1.991)  -0.1967
H (1.654, 1.661, 2.237)  0.4078
C (-1.262, 0.228, 3.114)  0.2846
H (2.611, -1.259, -1.334)  0.3454
H (2.883, -1.125, 1.207)  0.1746
C (-0.871, -1.102, 3.192)  -0.4422
C (-0.369, 1.232, 2.765)  -0.5502
O (-2.595, -0.026, -1.733)  -0.6594
H (-0.696, 2.262, 2.732)  0.4518
C (-4.381, -0.218, -0.103)  -0.6877
H (3.459, 0.036, 2.404)  0.3864
C (-2.999, 0.220, -0.587)  0.7042
H (-5.072, 0.606, -0.309)  0.3082
H (-5.250, -0.709, 1.844)  0.3562
H (0.767, -2.457, 2.990)  0.4166
H (4.228, 2.075, -3.577)  0.3246
H (2.970, 2.156, -4.813)  0.3144
H (2.365, 0.447, -0.926)  0.2954
H (3.987, -0.146, -1.301)  0.4245
C (-0.368, -0.203, -3.939)  0.0206
C (3.163, 1.923, -3.765)  -0.9431
Si (2.716, 0.170, -3.361)  0.0942
O (-2.996, 1.986, 3.965)  -0.6978
H (-4.737, -1.088, -0.650)  0.3549
C (-4.288, -0.470, 1.385)  -0.3818
C (2.929, -0.241, -1.558)  -0.9942
C (0.941, 0.886, 2.490)  -0.6893
S (-2.915, 0.643, 3.498)  1.3160
H (-3.931, 1.641, 1.673)  0.3482
H (3.125, -1.636, 2.872)  0.4354
H (4.602, -1.020, -4.348)  0.3179
H (2.609, 2.634, -3.150)  0.3173
C (1.364, -0.441, 2.557)  0.8325
C (0.872, -0.046, -3.689)  -0.1828
H (-1.579, -1.858, 3.505)  0.5368
Tl (-3.038, -0.326, -4.149)  0.8293
H (3.196, -2.088, -4.272)  0.3209
O (-2.322, 0.865, 0.272)  -0.3544
C (2.789, -0.809, 2.248)  -1.4157
H (3.314, -0.858, -5.541)  0.3266
C (0.444, -1.426, 2.911)  -0.7373



C3H3O2Pt | ωB97M-V/def2-TZVPD

Computed properties:
gap between HOMO and LUMO (spin up / spin down) = 7.9 / 5.3 eV
spin multiplicity = 4
calculated total energy = -385.59081 hartree
relative energy (zero: lowest compared OMol25 entry of this formula, charge and spin) = 101.9 kJ/mol
LUMO (spin up / spin down) = 0.2000 / -3.0169 eV
molecular weight = 266.133 g/mol
charge = 0

Last column: Mulliken charge in e.
Geometry (Å):
C (0.361, 0.198, -0.847)  -0.2148
O (-0.953, 0.006, -0.254)  -0.1869
H (0.591, -0.607, -1.563)  0.2529
C (0.998, 0.098, 0.512)  -0.5301
H (0.405, 1.176, -1.352)  0.2200
C (-0.195, -0.075, 1.148)  0.3330
Pt (-2.393, -0.739, -0.702)  0.3756
H (2.006, 0.242, 0.888)  0.3394
O (-0.819, -0.297, 2.170)  -0.5890



Please write out number 1 again, unchanged.
C15H21NO4SSiTl | ωB97M-V/def2-TZVPD

Computed properties:
gap between HOMO and LUMO (spin up / spin down) = 5.8 / 6.8 eV
calculated total energy = -1799.66427 hartree
relative energy (zero: lowest compared OMol25 entry of this formula, charge and spin) = 0.0 kJ/mol
LUMO (spin up / spin down) = -6.3866 / -5.3961 eV
molecular weight = 543.872 g/mol
charge = +1

Last column: Mulliken charge in e.
Geometry (Å):
H (-3.604, -1.295, 1.587)  0.2958
O (-3.532, -0.461, 4.159)  -0.6485
C (3.520, -1.071, -4.492)  -0.9602
N (-3.706, 0.708, 1.991)  -0.1967
H (1.654, 1.661, 2.237)  0.4078
C (-1.262, 0.228, 3.114)  0.2846
H (2.611, -1.259, -1.334)  0.3454
H (2.883, -1.125, 1.207)  0.1746
C (-0.871, -1.102, 3.192)  -0.4422
C (-0.369, 1.232, 2.765)  -0.5502
O (-2.595, -0.026, -1.733)  -0.6594
H (-0.696, 2.262, 2.732)  0.4518
C (-4.381, -0.218, -0.103)  -0.6877
H (3.459, 0.036, 2.404)  0.3864
C (-2.999, 0.220, -0.587)  0.7042
H (-5.072, 0.606, -0.309)  0.3082
H (-5.250, -0.709, 1.844)  0.3562
H (0.767, -2.457, 2.990)  0.4166
H (4.228, 2.075, -3.577)  0.3246
H (2.970, 2.156, -4.813)  0.3144
H (2.365, 0.447, -0.926)  0.2954
H (3.987, -0.146, -1.301)  0.4245
C (-0.368, -0.203, -3.939)  0.0206
C (3.163, 1.923, -3.765)  -0.9431
Si (2.716, 0.170, -3.361)  0.0942
O (-2.996, 1.986, 3.965)  -0.6978
H (-4.737, -1.088, -0.650)  0.3549
C (-4.288, -0.470, 1.385)  -0.3818
C (2.929, -0.241, -1.558)  -0.9942
C (0.941, 0.886, 2.490)  -0.6893
S (-2.915, 0.643, 3.498)  1.3160
H (-3.931, 1.641, 1.673)  0.3482
H (3.125, -1.636, 2.872)  0.4354
H (4.602, -1.020, -4.348)  0.3179
H (2.609, 2.634, -3.150)  0.3173
C (1.364, -0.441, 2.557)  0.8325
C (0.872, -0.046, -3.689)  -0.1828
H (-1.579, -1.858, 3.505)  0.5368
Tl (-3.038, -0.326, -4.149)  0.8293
H (3.196, -2.088, -4.272)  0.3209
O (-2.322, 0.865, 0.272)  -0.3544
C (2.789, -0.809, 2.248)  -1.4157
H (3.314, -0.858, -5.541)  0.3266
C (0.444, -1.426, 2.911)  -0.7373



Repeat the second record exactly.
C3H3O2Pt | ωB97M-V/def2-TZVPD

Computed properties:
gap between HOMO and LUMO (spin up / spin down) = 7.9 / 5.3 eV
spin multiplicity = 4
calculated total energy = -385.59081 hartree
relative energy (zero: lowest compared OMol25 entry of this formula, charge and spin) = 101.9 kJ/mol
LUMO (spin up / spin down) = 0.2000 / -3.0169 eV
molecular weight = 266.133 g/mol
charge = 0

Last column: Mulliken charge in e.
Geometry (Å):
C (0.361, 0.198, -0.847)  -0.2148
O (-0.953, 0.006, -0.254)  -0.1869
H (0.591, -0.607, -1.563)  0.2529
C (0.998, 0.098, 0.512)  -0.5301
H (0.405, 1.176, -1.352)  0.2200
C (-0.195, -0.075, 1.148)  0.3330
Pt (-2.393, -0.739, -0.702)  0.3756
H (2.006, 0.242, 0.888)  0.3394
O (-0.819, -0.297, 2.170)  -0.5890



Among the records above, which one has the highest relative energy (zero: lowest compared OMol25 entry of this formula, charge and spin)?
C3H3O2Pt



Copy entry 1 word for word.
C15H21NO4SSiTl | ωB97M-V/def2-TZVPD

Computed properties:
gap between HOMO and LUMO (spin up / spin down) = 5.8 / 6.8 eV
calculated total energy = -1799.66427 hartree
relative energy (zero: lowest compared OMol25 entry of this formula, charge and spin) = 0.0 kJ/mol
LUMO (spin up / spin down) = -6.3866 / -5.3961 eV
molecular weight = 543.872 g/mol
charge = +1

Last column: Mulliken charge in e.
Geometry (Å):
H (-3.604, -1.295, 1.587)  0.2958
O (-3.532, -0.461, 4.159)  -0.6485
C (3.520, -1.071, -4.492)  -0.9602
N (-3.706, 0.708, 1.991)  -0.1967
H (1.654, 1.661, 2.237)  0.4078
C (-1.262, 0.228, 3.114)  0.2846
H (2.611, -1.259, -1.334)  0.3454
H (2.883, -1.125, 1.207)  0.1746
C (-0.871, -1.102, 3.192)  -0.4422
C (-0.369, 1.232, 2.765)  -0.5502
O (-2.595, -0.026, -1.733)  -0.6594
H (-0.696, 2.262, 2.732)  0.4518
C (-4.381, -0.218, -0.103)  -0.6877
H (3.459, 0.036, 2.404)  0.3864
C (-2.999, 0.220, -0.587)  0.7042
H (-5.072, 0.606, -0.309)  0.3082
H (-5.250, -0.709, 1.844)  0.3562
H (0.767, -2.457, 2.990)  0.4166
H (4.228, 2.075, -3.577)  0.3246
H (2.970, 2.156, -4.813)  0.3144
H (2.365, 0.447, -0.926)  0.2954
H (3.987, -0.146, -1.301)  0.4245
C (-0.368, -0.203, -3.939)  0.0206
C (3.163, 1.923, -3.765)  -0.9431
Si (2.716, 0.170, -3.361)  0.0942
O (-2.996, 1.986, 3.965)  -0.6978
H (-4.737, -1.088, -0.650)  0.3549
C (-4.288, -0.470, 1.385)  -0.3818
C (2.929, -0.241, -1.558)  -0.9942
C (0.941, 0.886, 2.490)  -0.6893
S (-2.915, 0.643, 3.498)  1.3160
H (-3.931, 1.641, 1.673)  0.3482
H (3.125, -1.636, 2.872)  0.4354
H (4.602, -1.020, -4.348)  0.3179
H (2.609, 2.634, -3.150)  0.3173
C (1.364, -0.441, 2.557)  0.8325
C (0.872, -0.046, -3.689)  -0.1828
H (-1.579, -1.858, 3.505)  0.5368
Tl (-3.038, -0.326, -4.149)  0.8293
H (3.196, -2.088, -4.272)  0.3209
O (-2.322, 0.865, 0.272)  -0.3544
C (2.789, -0.809, 2.248)  -1.4157
H (3.314, -0.858, -5.541)  0.3266
C (0.444, -1.426, 2.911)  -0.7373